Entry 1:
{
  "formula": "C56H130N10",
  "method": "the ωB97M-V functional and the def2-TZVPD basis",
  "e_above_lowest_kj_mol": 450.4,
  "smiles": "c1cc[nH]c1.c1cc[nH]c1.CCN(CC)CC.CCN(CC)CC.CCN(CC)CC.CCN(CC)CC.CCN(CC)CC.CCN(CC)CC.CCN(CC)CC.CCN(CC)CC",
  "lumo_ev": 0.418,
  "gap_ev": 8.23,
  "symbols": ["N", "N", "N", "N", "N", "N", "N", "N", "N", "N", "C", "C", "C", "C", "C", "C", "C", "C", "C", "C", "C", "C", "C", "C", "C", "C", "C", "C", "C", "C", "C", "C", "C", "C", "C", "C", "C", "C", "C", "C", "C", "C", "C", "C", "C", "C", "C", "C", "C", "C", "C", "C", "C", "C", "C", "C", "C", "C", "C", "C", "C", "C", "C", "C", "C", "C", "H", "H", "H", "H", "H", "H", "H", "H", "H", "H", "H", "H", "H", "H", "H", "H", "H", "H", "H", "H", "H", "H", "H", "H", "H", "H", "H", "H", "H", "H", "H", "H", "H", "H", "H", "H", "H", "H", "H", "H", "H", "H", "H", "H", "H", "H", "H", "H", "H", "H", "H", "H", "H", "H", "H", "H", "H", "H", "H", "H", "H", "H", "H", "H", "H", "H", "H", "H", "H", "H", "H", "H", "H", "H", "H", "H", "H", "H", "H", "H", "H", "H", "H", "H", "H", "H", "H", "H", "H", "H", "H", "H", "H", "H", "H", "H", "H", "H", "H", "H", "H", "H", "H", "H", "H", "H", "H", "H", "H", "H", "H", "H", "H", "H", "H", "H", "H", "H", "H", "H", "H", "H", "H", "H", "H", "H", "H", "H", "H", "H"],
  "positions_angstrom": [[-0.6572, 0.2833, -6.6971], [0.5162, -0.1135, -0.2330], [-0.1527, 3.3228, 3.9822], [5.3980, -3.3675, 6.0535], [3.8393, 5.9498, -1.1361], [4.9993, -5.3142, -0.3363], [-2.9156, 5.7047, 0.2573], [-1.8109, -1.9195, 5.6070], [-4.6013, -4.5653, 2.0408], [-5.5388, 1.3811, -3.3587], [-0.4799, -1.5251, 5.4856], [-6.7480, -3.4303, 2.4639], [-0.2932, -1.3490, -0.6677], [1.0112, 3.2420, 4.7182], [5.2785, -5.6307, 1.1168], [3.1986, 6.8950, -0.2192], [-2.7429, -3.7909, 0.6084], [-5.3339, -3.3075, 1.9294], [4.4541, -6.6943, 1.7740], [-4.9223, 2.5965, -4.0015], [1.0944, 5.1326, 3.6488], [-0.2960, 1.0111, 0.3321], [6.0567, 5.3857, -1.9076], [5.3265, -4.7770, 5.5762], [3.6627, -4.6314, -0.4803], [-4.7247, -7.0238, 1.8824], [1.9193, 7.4463, -0.8645], [-1.2740, -1.0097, -6.9816], [0.0987, 0.3853, -5.4432], [3.0540, 4.8202, -1.5737], [4.9628, -6.5196, -1.2375], [1.8615, 4.3442, 4.4643], [-1.1229, 0.5517, 1.6072], [5.8181, -2.0694, 8.1323], [-6.9886, 1.2481, -3.4570], [0.2929, 0.7784, -7.7300], [-7.4150, 1.3545, -4.9351], [-2.2733, 7.7208, -0.8658], [-2.4149, -1.5600, -6.1141], [-3.1908, -4.3447, 2.0041], [-5.2728, 5.0782, 0.8619], [-4.7304, 0.2353, -3.8116], [6.2437, -3.2867, 7.2947], [6.1460, -7.4720, -1.1272], [-0.4256, -0.1067, 5.0899], [-2.0354, 3.6064, -0.7687], [-5.6323, 3.8486, -3.3746], [3.7062, -3.6396, -1.6471], [-1.7495, 0.3082, 5.0036], [2.7528, 3.7808, -0.5289], [-3.3223, 7.1351, 0.0528], [-2.9276, 4.8717, -0.9513], [-0.1049, 4.4995, 3.2650], [-5.1205, -5.6976, 1.2849], [-5.0016, -1.0363, -3.0857], [-3.7776, 5.0469, 1.2964], [5.8450, -2.3229, 5.0893], [2.5630, 0.6756, 0.9163], [5.2202, -2.3447, 3.6007], [-2.5698, -0.8149, 5.3027], [6.6618, -5.4051, 5.0249], [-0.2888, 0.6798, -9.1394], [-1.4349, -0.8829, -1.5810], [1.2508, -0.5430, -5.0992], [5.2020, 5.6795, -0.7502], [1.6920, -0.4640, 0.5195], [7.1909, -4.8574, 4.2451], [4.7385, -1.9609, 8.2359], [-7.5353, 2.0066, -2.8966], [7.3038, -3.1967, 7.0578], [6.9083, -2.1240, 4.9546], [5.1617, -4.6727, 1.6234], [-0.8729, 4.6488, 2.5205], [3.5320, -6.2193, 2.1090], [0.3735, -2.0889, -1.1106], [5.5329, -1.3919, 5.5624], [6.2602, -6.0998, 1.1828], [4.5908, -3.0063, -1.5793], [-1.8881, 3.0070, -1.6671], [0.8429, -1.5281, -4.8730], [-4.9204, -5.6840, 0.2135], [2.0714, 8.0368, -1.7680], [-2.4358, 8.7973, -0.8132], [-5.2090, -7.8731, 1.4006], [-2.6145, -5.2287, 2.2772], [-1.9190, -1.7599, -5.1643], [-7.2406, 0.2843, -3.0146], [-5.0895, 4.6677, -3.8464], [-6.7300, -3.9852, 3.4019], [-5.9944, -1.4285, -3.3061], [0.2458, 1.9103, 0.6253], [2.3049, -1.1087, -0.1104], [-6.8045, 0.6842, -5.5401], [0.4280, 1.1518, -9.8113], [7.1325, -7.0094, -1.0964], [0.4581, 0.4630, 4.8431], [-7.4632, -3.8505, 1.7568], [-0.6646, -1.8682, 0.2158], [-1.2356, 1.2152, -9.2103], [-1.0310, 3.7423, -0.3678], [-2.3030, 7.4125, -1.9108], [-3.6338, 5.6643, 2.1831], [3.8591, 7.7226, 0.0395], [-2.9336, -2.4576, -6.4508], [6.1921, -8.0446, -0.2009], [-5.0043, -0.0183, -4.8357], [4.8867, -5.3621, 6.3839], [5.1173, -1.3680, 3.1279], [-2.1590, -2.8676, 5.6142], [-7.0291, -2.3837, 2.3469], [1.4133, -1.1005, 1.3594], [-4.3598, 7.3503, -0.2031], [3.1092, 6.4638, 0.7778], [-0.5057, 0.6224, 2.5029], [-1.9983, 1.1775, 1.7808], [1.2857, 8.0518, -0.2165], [-1.6777, -4.0203, 0.5797], [1.9963, 3.0686, -0.8585], [4.1376, -7.1999, -1.0273], [-3.1997, -0.8251, -5.9347], [-5.8307, 3.8801, -2.3033], [7.3926, -5.3578, 5.8322], [-4.9076, -2.5957, 2.6363], [-5.0127, 2.6207, -5.0875], [-2.8312, -2.7102, 0.4978], [6.1085, -2.1691, 9.1781], [3.1184, 1.1100, 0.0851], [-3.1401, 7.6113, 1.0162], [5.0492, -6.1088, -2.2434], [1.1830, 2.4031, 5.3763], [4.2781, -2.8800, 3.4826], [-1.3284, 7.6237, -0.3311], [-3.9153, 2.7284, -3.6057], [1.6706, -0.2397, -4.1401], [-5.8727, 4.6674, 1.6741], [2.8723, 4.5938, 4.7513], [6.1465, -1.1172, 7.7156], [-8.4674, 1.1771, -5.1569], [-3.6457, -0.9005, 5.2626], [-2.2229, -1.6358, -1.6002], [1.8861, 1.3892, 1.3862], [-5.4574, 4.4546, -0.0128], [5.7822, 4.5472, -2.5476], [6.2082, -4.2380, 7.8257], [-0.6298, 0.1530, -4.6665], [-2.2848, 1.1937, 4.6944], [-5.1026, -7.1948, 2.8904], [-0.8447, -0.8292, -2.4958], [4.9194, -6.9944, 2.7130], [2.7464, -3.1304, -1.7340], [3.3617, 0.3214, 1.5680], [7.0848, 5.1594, -1.6250], [-1.6471, -0.8361, -7.9909], [4.3105, -7.6160, 1.2101], [-2.0139, 0.0326, -1.4596], [3.6265, 3.1594, -0.3326], [6.4804, -6.4696, 4.8766], [-3.6504, 0.3570, -3.7280], [-0.8086, 2.5698, 3.8314], [-2.9224, -3.6111, 2.7643], [2.1119, 5.0984, -2.0461], [1.5638, 6.0077, 3.2242], [-6.2056, -5.7947, 1.3207], [-5.1230, -0.6305, -2.0814], [5.6516, 6.6012, -0.3809], [-2.6011, 3.0471, -0.0236], [5.9028, -2.7595, 2.8590], [1.2959, 6.6285, -1.2261], [-2.3871, 5.4310, -1.7149], [-0.4045, -0.3427, -9.4989], [-3.6598, -7.2556, 1.9007], [1.2647, 0.2910, -7.6516], [-1.5186, -0.4627, 1.6564], [-0.9961, 1.2891, -0.4557], [2.0293, -0.5652, -5.8618], [0.2295, -2.3269, 5.6280], [-3.8805, 4.7345, -1.4624], [-5.6413, 6.0368, 0.4967], [3.5660, 4.2705, -2.3635], [-3.2524, -4.2190, -0.2550], [3.8391, -4.1198, -2.6165], [2.2698, 4.2375, 0.3350], [3.5619, -4.0364, 0.4274], [-0.4143, -1.6664, -7.1152], [-4.1313, -1.6725, -2.9241], [-5.3304, -2.9994, 0.8839], [6.1219, 6.3279, -2.4518], [2.8052, -5.2945, -0.5945], [4.5392, -4.8400, 4.8250], [-7.1805, 2.3031, -5.4181], [-6.6457, 3.9569, -3.7610], [-3.4718, 4.0861, 1.7105], [0.4041, 1.8534, -7.5888], [0.2598, 1.4511, -5.2812], [6.0906, -8.2141, -1.9236], [5.1911, 4.8295, -0.0678]],
  "lowdin_charge": [-0.1845, -0.1584, 0.0243, -0.1755, -0.1894, -0.1459, -0.1686, 0.0046, -0.2101, -0.1781, -0.0893, -0.0971, -0.1990, -0.1352, -0.2454, -0.2378, -0.0756, -0.2646, -0.1026, -0.2062, -0.1502, -0.2046, -0.1096, -0.2343, -0.2537, -0.1037, -0.0801, -0.2547, -0.2780, -0.2589, -0.2518, -0.0998, -0.0546, -0.0966, -0.2272, -0.2490, -0.0835, -0.0984, -0.0572, -0.2367, -0.0767, -0.3018, -0.2509, -0.1137, -0.1015, -0.0678, -0.0992, -0.0960, -0.1416, -0.0916, -0.2433, -0.2494, -0.1048, -0.2559, -0.1013, -0.2282, -0.2140, -0.0790, -0.0709, -0.1422, -0.0738, -0.1063, -0.0700, -0.0845, -0.2891, -0.3014, 0.0665, 0.0712, 0.1036, 0.1002, 0.1011, 0.0883, 0.0907, 0.0712, 0.1042, 0.0894, 0.1001, 0.0772, 0.0656, 0.0661, 0.1064, 0.0770, 0.0704, 0.0700, 0.1035, 0.0561, 0.1011, 0.0730, 0.0872, 0.0726, 0.0828, 0.1002, 0.0615, 0.0700, 0.0755, 0.0641, 0.0615, 0.0668, 0.0812, 0.0647, 0.0696, 0.0998, 0.1054, 0.0767, 0.0574, 0.0869, 0.1047, 0.0515, 0.1439, 0.0734, 0.1112, 0.0988, 0.0994, 0.0324, 0.0588, 0.0628, 0.0641, 0.0657, 0.1032, 0.0536, 0.0577, 0.0519, 0.1128, 0.1087, 0.0470, 0.0646, 0.0630, 0.1152, 0.1091, 0.0841, 0.0564, 0.0710, 0.0994, 0.0726, 0.0710, 0.0961, 0.0624, 0.0706, 0.0985, 0.0508, 0.0611, 0.0447, 0.0697, 0.1071, 0.0811, 0.0865, 0.0744, 0.0605, 0.0621, 0.0505, 0.0725, 0.0742, 0.0873, 0.0702, 0.0681, 0.0611, 0.0619, 0.1082, 0.0990, 0.0994, 0.1004, 0.0843, 0.1076, 0.0750, 0.1197, 0.0530, 0.0453, 0.0458, 0.0865, 0.0633, 0.0633, 0.1019, 0.0609, 0.0507, 0.0621, 0.0930, 0.0827, 0.0579, 0.1078, 0.0675, 0.0586, 0.0754, 0.0982, 0.1151, 0.0614, 0.1158, 0.0818, 0.1089, 0.0851, 0.0596, 0.0528, 0.0934, 0.1135, 0.1146, 0.0739, 0.1123]
}

Entry 2:
{
  "formula": "C27H29AlBBeBrF6N4O9S2",
  "method": "the ωB97M-V functional and the def2-TZVPD basis",
  "lumo_ev": -6.631,
  "gap_ev": 0.96,
  "symbols": ["Br", "S", "S", "Al", "F", "F", "F", "F", "F", "F", "O", "O", "O", "O", "O", "O", "O", "O", "O", "N", "N", "N", "N", "C", "C", "C", "C", "C", "C", "C", "C", "C", "C", "C", "C", "C", "C", "C", "C", "C", "C", "C", "C", "C", "C", "C", "C", "C", "C", "C", "B", "Be", "H", "H", "H", "H", "H", "H", "H", "H", "H", "H", "H", "H", "H", "H", "H", "H", "H", "H", "H", "H", "H", "H", "H", "H", "H", "H", "H", "H", "H"],
  "positions_angstrom": [[-5.2512, 3.1966, -5.9715], [-0.3860, -1.8596, 3.8976], [1.4387, -2.1713, -6.3058], [0.8080, -4.2764, -1.0789], [5.1339, -4.6446, -4.1830], [3.0852, -4.0672, 5.7255], [-1.7716, -1.9671, 1.5640], [1.4715, -4.9805, 4.2254], [-2.7236, -0.7324, 3.0983], [-0.9720, 0.0165, 2.0231], [-1.1048, -3.0384, 4.4008], [0.8597, -2.1996, 3.1966], [5.0663, -4.2763, 1.8244], [-4.6403, 5.7688, -4.4066], [-1.8654, -2.9727, -0.8654], [-0.2084, -0.8148, 4.9155], [3.7765, -4.8818, 3.5818], [3.5431, -1.8417, 1.9805], [2.5349, -2.8974, 3.7091], [-3.0736, 1.6821, 8.1389], [-0.3470, 3.5035, -3.7547], [2.0493, -3.8264, -6.0814], [1.3859, -1.3599, -4.7205], [2.1302, -2.1609, -2.2480], [2.7283, -3.3623, -1.3067], [-1.2216, 4.8451, -5.5609], [2.4239, 2.1618, -1.7225], [-1.5023, -1.1095, 2.6002], [-0.7680, 4.6825, -4.2618], [1.9481, -2.5026, -3.8599], [-5.5584, 4.8606, -3.8160], [3.4199, -2.8150, 2.7064], [-4.9883, 4.3165, -2.5227], [-0.6705, 0.6161, 8.0810], [3.0943, -4.8354, -2.0085], [2.8982, -5.1232, -3.6440], [-0.1059, 1.2491, -0.6000], [-0.8132, 2.5039, -5.9020], [-0.3804, 2.4400, -4.5872], [4.1813, -4.0318, 2.6283], [2.3262, -3.9179, -4.5969], [-2.0144, 1.2072, 8.1151], [0.9710, 2.4706, -0.9625], [1.6777, -0.6631, -1.7590], [2.7505, 0.5714, -2.1071], [0.2763, 1.2727, 9.0854], [0.5500, 2.7399, 8.7810], [-1.2423, 3.7317, -6.3947], [-2.9572, -2.7266, -1.5739], [0.2299, -0.3236, -0.9957], [2.7046, -4.2158, 4.3295], [7.0020, -4.6870, 2.7410], [-0.0387, 1.5038, -4.1553], [-0.1294, 1.1848, 10.1005], [-0.8161, 1.6178, -6.5265], [-2.8264, -2.5248, -2.6506], [-5.6861, 3.6179, -2.0523], [0.6686, 3.5873, -0.6718], [3.1683, 3.0538, -1.9945], [0.9770, 2.8599, 7.7804], [-4.7774, 5.1311, -1.8222], [3.5211, -5.7519, -1.3939], [1.2619, 3.1480, 9.5055], [-0.7293, 5.5221, -3.5734], [3.7705, 0.3337, -2.6648], [-3.5678, -1.8573, -1.2760], [3.1678, -6.1660, -4.1032], [-1.1012, 1.5904, -0.0525], [-0.3638, 3.3394, 8.8400], [-6.4940, 5.3954, -3.6270], [-0.7450, -0.4528, 8.3121], [2.9019, -3.1715, -0.1525], [-1.5899, 3.8205, -7.4199], [-3.8159, 5.2822, -4.5782], [-4.0404, 3.7994, -2.7043], [-0.2543, 0.6935, 7.0698], [-3.7274, -3.5158, -1.6061], [-0.5534, -1.1940, -0.7682], [-5.7599, 4.0532, -4.5266], [-1.5500, 5.8158, -5.9146], [1.2297, 0.7309, 9.0743]],
  "lowdin_charge": [0.4138, 0.5659, 0.9200, 1.0987, -0.4957, 0.0943, 0.0634, 0.0974, 0.0950, 0.0685, -0.2836, -0.2546, -0.0365, -0.0702, -0.2241, -0.3050, 0.2347, 0.1487, 0.1522, 0.1259, 0.0663, -0.2232, -0.2107, -0.1013, -0.2010, -0.0938, -0.0484, -0.5515, -0.1530, -0.1856, -0.3831, -0.3896, -0.0537, -0.1926, -0.0951, 0.0540, -0.0411, -0.0715, -0.1379, -0.4086, -0.2031, -0.2276, -0.0503, -0.1355, -0.0101, -0.2713, -0.1188, -0.0889, -0.2683, 0.0191, -0.9388, 0.7064, 0.0915, 0.1095, 0.1006, 0.0979, 0.0893, 0.0946, 0.0959, 0.0761, 0.0976, 0.1251, 0.0684, 0.1050, 0.1005, 0.1245, 0.1353, 0.0962, 0.0701, 0.1439, 0.1244, 0.1209, 0.1077, 0.0552, 0.0835, 0.1063, 0.0838, 0.0685, -0.1887, 0.1068, 0.1094]
}